[1]
{
  "formula": "C17H32GeNO3Ru",
  "method": "ωB97M-V with the def2-TZVPD basis set",
  "s_squared": 8.7712,
  "largest_force_ev_per_a": 0.33,
  "de_lowest_kcal_mol": 17.2,
  "gap_ev": [7.747, 6.275],
  "total_energy_ev": -84829.829,
  "spin_multiplicity": 6,
  "homo_energy_ev": [-22.2, -22.3],
  "charge": 4,
  "species": ["Ru", "C", "C", "C", "C", "O", "Ge", "O", "C", "C", "C", "C", "O", "C", "C", "C", "C", "H", "H", "H", "H", "H", "H", "H", "H", "H", "H", "H", "H", "H", "H", "H", "H", "H", "H", "H", "H", "H", "H", "H", "H", "H", "H", "H", "C", "C", "C", "N", "C", "C", "H", "H", "H", "H", "H"],
  "xyz": [[0.19, -0.73, 0.90], [1.77, 3.13, 1.70], [0.02, 2.14, 1.86], [-0.89, 3.32, 1.69], [0.20, 1.56, 3.22], [0.07, 1.29, 0.82], [-1.75, 1.13, -0.82], [-1.62, -0.57, 0.30], [-2.15, -2.03, 0.15], [-0.84, -2.83, 0.14], [-2.90, -2.12, -1.16], [-3.00, -2.28, 1.37], [-0.43, 0.40, -1.96], [-0.07, 0.83, -3.18], [1.31, 0.44, -3.60], [-1.09, -0.38, -4.43], [-0.63, 2.14, -3.66], [1.70, 3.81, 2.54], [1.64, 3.57, 0.71], [2.46, 2.30, 1.79], [-0.70, 4.09, 2.44], [-1.91, 2.97, 1.85], [-0.82, 3.77, 0.70], [0.32, 2.32, 3.99], [1.05, 0.87, 3.28], [-0.72, 1.01, 3.47], [-0.29, -2.78, -0.80], [-1.02, -3.89, 0.35], [-0.19, -2.65, 1.06], [-2.26, -1.87, -2.01], [-3.78, -1.48, -1.14], [-3.25, -3.14, -1.30], [-2.43, -2.19, 2.29], [-3.39, -3.30, 1.32], [-3.85, -1.60, 1.40], [1.57, -0.57, -3.28], [1.99, 1.16, -3.11], [1.46, 0.54, -4.67], [-0.68, -1.34, -4.12], [-0.75, 0.00, -5.38], [-2.10, -0.15, -4.14], [-0.14, 2.93, -3.08], [-1.71, 2.23, -3.52], [-0.40, 2.32, -4.70], [4.47, -2.10, 2.55], [4.36, -1.52, 1.28], [3.14, -1.09, 0.85], [2.02, -1.21, 1.62], [2.13, -1.78, 2.85], [3.33, -2.23, 3.34], [5.43, -2.45, 2.91], [5.23, -1.41, 0.64], [3.01, -0.64, -0.13], [1.22, -1.88, 3.44], [3.38, -2.67, 4.33]]
}

[2]
{
  "formula": "C17H32N4O13P2Sr",
  "method": "ωB97M-V with the def2-TZVPD basis set",
  "largest_force_ev_per_a": 5.02,
  "de_lowest_kcal_mol": 28.3,
  "gap_ev": 7.331,
  "total_energy_ev": -70153.249,
  "homo_energy_ev": -2.9,
  "charge": -2,
  "species": ["Sr", "O", "C", "C", "N", "C", "C", "O", "O", "C", "C", "O", "O", "H", "H", "H", "H", "H", "H", "H", "H", "H", "O", "P", "O", "O", "O", "P", "O", "O", "O", "H", "H", "C", "N", "C", "C", "C", "N", "C", "C", "O", "H", "H", "H", "H", "H", "H", "H", "H", "H", "H", "H", "H", "C", "C", "C", "C", "C", "N", "H", "H", "H", "H", "H", "H", "H", "H", "H"],
  "xyz": [[0.68, -0.83, 0.56], [-0.92, -4.66, 0.32], [-0.68, -4.55, -1.07], [0.80, -4.36, -1.44], [1.21, -2.96, -1.53], [0.78, -2.32, -2.76], [0.90, -0.77, -2.68], [0.71, -0.15, -3.74], [1.20, -0.30, -1.55], [2.67, -2.88, -1.39], [3.07, -2.95, 0.11], [4.00, -3.70, 0.44], [2.35, -2.22, 0.85], [-0.83, -3.79, 0.72], [-1.27, -3.74, -1.51], [-1.03, -5.49, -1.51], [1.01, -4.88, -2.39], [1.39, -4.84, -0.66], [-0.27, -2.56, -2.96], [1.36, -2.66, -3.63], [3.00, -1.89, -1.73], [3.18, -3.66, -1.96], [-2.18, -1.88, 3.65], [-1.95, -1.15, 2.21], [-3.26, -0.95, 1.58], [-0.88, -1.96, 1.49], [-1.34, 0.28, 2.68], [0.25, 0.39, 3.20], [0.57, -1.16, 3.56], [0.27, 1.25, 4.39], [1.04, 0.76, 1.98], [-1.35, -1.83, 4.14], [0.22, -1.50, 2.69], [-2.83, -1.19, -1.48], [-3.10, 0.18, -1.07], [-4.50, 0.50, -0.87], [-4.66, 2.00, -0.79], [-3.79, 2.51, 0.34], [-2.43, 2.07, 0.15], [-1.44, 2.77, 0.96], [-2.14, 0.80, -0.30], [-1.01, 0.31, -0.18], [-3.38, -1.39, -2.40], [-3.13, -1.90, -0.69], [-1.76, -1.29, -1.66], [-4.86, 0.01, 0.04], [-5.05, 0.09, -1.72], [-5.71, 2.28, -0.63], [-4.32, 2.44, -1.73], [-4.17, 2.15, 1.31], [-3.79, 3.60, 0.37], [-1.38, 3.81, 0.62], [-0.48, 2.29, 0.85], [-1.71, 2.75, 2.02], [2.59, 3.63, -0.88], [3.41, 3.09, 0.30], [2.67, 3.35, 1.62], [4.81, 3.71, 0.34], [3.58, 1.64, 0.10], [3.78, 0.52, -0.08], [2.35, 4.68, -0.71], [1.67, 3.07, -0.99], [3.15, 3.55, -1.81], [2.63, 4.43, 1.81], [3.17, 2.87, 2.45], [1.66, 2.95, 1.59], [4.73, 4.79, 0.51], [5.34, 3.54, -0.59], [5.39, 3.27, 1.15]]
}

[3]
{
  "formula": "C17H32NO2PtSe2Si2",
  "method": "ωB97M-V with the def2-TZVPD basis set",
  "largest_force_ev_per_a": 0.69,
  "de_lowest_kcal_mol": 0.0,
  "gap_ev": 6.617,
  "total_energy_ev": -173432.847,
  "homo_energy_ev": -3.9,
  "charge": -1,
  "species": ["Pt", "O", "C", "C", "C", "O", "C", "Se", "C", "Se", "H", "H", "H", "H", "H", "H", "H", "H", "H", "H", "C", "Si", "C", "C", "C", "C", "C", "C", "C", "C", "N", "Si", "C", "C", "C", "H", "H", "H", "H", "H", "H", "H", "H", "H", "H", "H", "H", "H", "H", "H", "H", "H", "H", "H", "H", "H", "H"],
  "xyz": [[0.57, -0.22, 0.00], [4.52, 4.25, -1.00], [4.75, 3.08, -0.21], [3.60, 2.07, -0.26], [3.17, 1.88, -1.73], [4.28, 1.78, -2.62], [4.17, 0.76, 0.28], [2.86, -0.59, 0.88], [2.45, 2.59, 0.63], [0.61, 2.17, 0.12], [3.61, 4.54, -0.84], [4.93, 3.36, 0.84], [5.66, 2.63, -0.60], [2.51, 2.70, -2.04], [2.59, 0.96, -1.82], [4.68, 2.65, -2.65], [4.78, 0.97, 1.17], [4.81, 0.31, -0.48], [2.48, 3.68, 0.70], [2.60, 2.20, 1.64], [-2.74, 1.45, -1.40], [-2.10, -0.31, -1.45], [-0.96, -0.51, -2.93], [-3.60, -1.37, -1.96], [-1.53, -0.89, 0.23], [-0.97, -2.24, 0.27], [-1.48, -3.39, 0.89], [-0.73, -4.55, 0.82], [0.51, -4.55, 0.18], [0.99, -3.37, -0.33], [0.25, -2.26, -0.31], [-2.31, -0.29, 1.81], [-2.54, 1.56, 1.96], [-4.05, -1.03, 2.05], [-1.25, -0.86, 3.25], [-3.06, 1.72, -2.41], [-1.99, 2.17, -1.09], [-3.61, 1.55, -0.74], [-1.46, -0.09, -3.80], [-0.77, -1.57, -3.13], [0.00, -0.02, -2.79], [-3.97, -1.11, -2.96], [-4.44, -1.25, -1.26], [-3.33, -2.43, -1.97], [-2.43, -3.35, 1.40], [-1.11, -5.46, 1.27], [1.11, -5.45, 0.13], [1.98, -3.27, -0.77], [-3.43, 1.91, 1.43], [-1.67, 2.11, 1.59], [-2.66, 1.80, 3.02], [-4.64, -0.90, 1.14], [-4.57, -0.52, 2.86], [-4.03, -2.09, 2.29], [-0.22, -0.51, 3.11], [-1.22, -1.95, 3.35], [-1.63, -0.45, 4.19]]
}

[4]
{
  "formula": "C17H33ClNO9S",
  "method": "ωB97M-V with the def2-TZVPD basis set",
  "largest_force_ev_per_a": 9.33,
  "gap_ev": 6.195,
  "total_energy_ev": -61428.399,
  "homo_energy_ev": -4.2,
  "charge": -1,
  "species": ["C", "C", "O", "C", "C", "O", "C", "O", "C", "C", "C", "O", "C", "C", "O", "C", "C", "C", "C", "C", "N", "C", "O", "C", "O", "S", "O", "O", "H", "H", "H", "H", "H", "H", "H", "H", "H", "H", "H", "H", "H", "H", "H", "H", "H", "H", "H", "H", "H", "H", "H", "H", "H", "H", "H", "H", "H", "H", "H", "H", "H", "Cl"],
  "xyz": [[-3.84, -2.27, -0.67], [-4.04, -2.26, 0.99], [-3.21, -3.37, 1.50], [-2.52, -3.00, 2.76], [-1.27, -1.96, 2.47], [0.04, -2.43, 2.91], [1.15, -1.75, 2.24], [2.41, -2.26, 2.90], [1.19, -0.12, 2.41], [1.66, 0.66, 1.01], [1.74, 2.26, 1.44], [2.31, 3.14, 0.41], [2.36, 4.55, 0.84], [1.13, 5.40, 1.53], [3.54, 5.20, 0.71], [0.70, 0.36, -0.27], [1.41, 0.88, -1.69], [0.77, 0.11, -3.03], [1.68, -1.18, -3.47], [0.65, -2.32, -4.11], [0.71, -3.66, -3.38], [-0.79, 1.09, -0.09], [-1.12, 2.00, -1.23], [-1.38, 3.37, -0.76], [0.39, -1.06, -0.51], [1.35, -2.12, 0.42], [0.74, -3.56, 0.20], [2.83, -2.21, -0.05], [-4.85, -2.45, -1.23], [-3.10, -3.13, -1.01], [-3.39, -1.27, -1.08], [-5.19, -2.38, 1.19], [-3.72, -1.19, 1.37], [-3.33, -2.40, 3.40], [-2.22, -3.92, 3.42], [-1.50, -0.98, 3.10], [-1.34, -1.64, 1.35], [2.29, -2.15, 3.90], [2.05, 0.14, 3.19], [0.21, 0.37, 2.84], [2.78, 0.37, 0.71], [2.52, 2.29, 2.35], [0.72, 2.67, 1.91], [1.08, 5.07, 2.67], [1.25, 6.56, 1.49], [0.06, 5.15, 1.09], [1.42, 2.05, -1.79], [2.55, 0.55, -1.64], [-0.37, -0.17, -2.85], [0.74, 0.95, -3.88], [2.22, -1.68, -2.55], [2.52, -0.93, -4.26], [-0.45, -1.90, -4.20], [0.99, -2.55, -5.23], [1.62, -3.76, -2.88], [-0.11, -3.79, -2.75], [-1.63, 0.25, -0.13], [-0.92, 1.61, 0.96], [-2.02, 3.43, 0.22], [-1.93, 3.99, -1.62], [-0.31, 3.89, -0.65], [0.80, 3.47, -2.89]]
}

[5]
{
  "formula": "C17H33N6O8P2SSr",
  "method": "ωB97M-V with the def2-TZVPD basis set",
  "largest_force_ev_per_a": 1.65,
  "de_lowest_kcal_mol": 6.2,
  "gap_ev": 9.158,
  "total_energy_ev": -73739.116,
  "homo_energy_ev": -11.2,
  "charge": 1,
  "species": ["Sr", "O", "P", "O", "O", "O", "P", "O", "O", "O", "H", "H", "C", "S", "O", "C", "C", "C", "C", "C", "C", "H", "H", "H", "H", "H", "H", "H", "H", "N", "C", "C", "N", "C", "C", "H", "H", "H", "H", "H", "H", "H", "H", "H", "H", "H", "C", "N", "C", "N", "C", "N", "C", "N", "C", "C", "H", "H", "H", "H", "H", "H", "H", "H", "H", "H", "H", "H"],
  "xyz": [[-0.36, -0.42, 0.73], [-2.83, -0.61, -2.90], [-2.64, -0.35, -1.36], [-3.86, 0.06, -0.64], [-1.33, 0.39, -1.22], [-2.28, -1.93, -0.76], [-2.87, -2.37, 0.71], [-4.42, -2.29, 0.66], [-2.49, -3.85, 0.86], [-2.23, -1.48, 1.73], [-3.75, -0.63, -3.18], [-4.69, -1.40, 0.34], [0.99, -1.59, -2.79], [1.93, -0.33, -1.94], [1.71, -0.61, -0.46], [3.59, -0.84, -2.30], [3.98, -2.17, -2.45], [5.32, -2.46, -2.65], [6.26, -1.44, -2.68], [5.87, -0.12, -2.52], [4.53, 0.19, -2.33], [1.00, -2.50, -2.19], [1.44, -1.77, -3.77], [-0.02, -1.22, -2.91], [3.25, -2.96, -2.43], [5.63, -3.49, -2.78], [7.30, -1.68, -2.84], [6.60, 0.68, -2.55], [4.21, 1.22, -2.21], [-0.52, -4.73, 2.47], [0.55, -4.85, 1.48], [0.93, -3.45, 1.03], [1.32, -2.55, 2.12], [0.41, -2.63, 3.28], [0.00, -4.04, 3.67], [-0.86, -5.65, 2.73], [-1.77, -4.11, 1.57], [0.19, -5.43, 0.63], [1.43, -5.37, 1.90], [0.03, -3.04, 0.55], [1.72, -3.45, 0.29], [2.26, -2.81, 2.42], [-0.52, -2.10, 3.03], [0.87, -2.11, 4.12], [-0.78, -4.01, 4.43], [0.86, -4.59, 4.07], [0.34, 2.78, 2.20], [-0.52, 1.60, 2.46], [-1.94, 2.03, 2.30], [-2.28, 3.12, 3.20], [-1.38, 4.25, 2.92], [0.03, 3.88, 3.10], [0.21, 3.42, 4.48], [-0.65, 2.28, 4.79], [-0.34, 1.20, 3.88], [-2.05, 2.68, 4.58], [0.19, 3.10, 1.17], [1.38, 2.48, 2.34], [-2.59, 1.17, 2.51], [-2.11, 2.34, 1.27], [-1.62, 5.07, 3.59], [-1.53, 4.58, 1.89], [-0.03, 4.24, 5.16], [1.25, 3.13, 4.63], [-1.00, 0.35, 4.08], [0.70, 0.89, 4.02], [-2.29, 3.50, 5.25], [-2.70, 1.84, 4.79]]
}

[6]
{
  "formula": "C17H33NO3P2Pt",
  "method": "ωB97M-V with the def2-TZVPD basis set",
  "s_squared": 6.0586,
  "largest_force_ev_per_a": 5.95,
  "de_lowest_kcal_mol": 0.0,
  "gap_ev": [5.891, 7.372],
  "total_energy_ev": -47616.790,
  "spin_multiplicity": 5,
  "homo_energy_ev": [-5.5, -8.2],
  "charge": 0,
  "species": ["Pt", "P", "P", "N", "H", "C", "H", "H", "H", "C", "H", "H", "H", "C", "H", "H", "H", "C", "H", "H", "H", "C", "H", "H", "H", "C", "H", "H", "H", "C", "C", "C", "C", "C", "C", "H", "H", "H", "H", "H", "C", "O", "C", "H", "H", "H", "C", "H", "H", "H", "C", "C", "O", "O", "H", "H", "H"],
  "xyz": [[-0.09, -0.13, -0.05], [2.39, -0.25, -0.22], [-2.57, 0.00, 0.16], [-0.13, 0.92, -1.49], [1.34, -2.67, 2.22], [3.15, -1.74, -1.04], [4.26, -1.68, -1.07], [2.77, -1.80, -2.08], [2.85, -2.65, -0.50], [3.33, -0.21, 1.38], [4.41, -0.38, 1.22], [2.92, -0.97, 2.06], [3.18, 0.78, 1.84], [3.12, 1.14, -1.17], [4.22, 1.15, -1.10], [2.71, 2.09, -0.77], [2.82, 1.05, -2.22], [-3.61, -1.38, -0.55], [-4.69, -1.18, -0.44], [-3.36, -2.32, -0.03], [-3.37, -1.49, -1.62], [-3.24, 0.11, 1.88], [-4.35, 0.12, 1.90], [-2.86, 1.04, 2.35], [-2.87, -0.75, 2.47], [-3.28, 1.48, -0.66], [-4.36, 1.59, -0.46], [-3.11, 1.40, -1.75], [-2.74, 2.37, -0.30], [-0.11, 1.73, -2.59], [-0.07, 2.04, -5.02], [-0.10, 1.19, -3.90], [-0.09, 3.15, -2.43], [-0.06, 3.98, -3.55], [-0.05, 3.44, -4.85], [-0.06, 1.61, -6.02], [-0.11, 0.10, -4.02], [-0.10, 3.55, -1.42], [-0.05, 5.07, -3.42], [-0.03, 4.09, -5.73], [0.26, -2.74, 1.96], [-0.06, -1.65, 1.13], [0.04, -4.05, 1.20], [-0.39, -4.81, 1.88], [0.99, -4.45, 0.80], [-0.65, -3.90, 0.36], [-0.56, -2.66, 3.25], [-1.51, -3.21, 3.15], [-0.78, -1.61, 3.50], [0.01, -3.09, 4.09], [0.91, 0.44, 3.47], [0.36, 1.50, 2.60], [0.21, 2.69, 3.14], [-0.01, 1.36, 1.34], [0.25, 0.29, 4.34], [1.91, 0.76, 3.85], [1.03, -0.48, 2.92]]
}

[7]
{
  "formula": "C17H33O26PS5",
  "method": "ωB97M-V with the def2-TZVPD basis set",
  "largest_force_ev_per_a": 2.27,
  "de_lowest_kcal_mol": 0.0,
  "gap_ev": 7.578,
  "total_energy_ev": -134858.442,
  "smiles": "C=CC[C@H](OCC)OC(=O)P(=O)(O)O.O=S1(=O)OCCO1.O=S1(=O)OCCO1.O=S1(=O)OCCO1.O=S1(=O)OCCO1.O=S1(=O)OCCO1",
  "homo_energy_ev": -7.8,
  "charge": 0,
  "species": ["C", "C", "C", "C", "O", "C", "C", "O", "C", "O", "P", "O", "O", "O", "H", "H", "H", "H", "H", "H", "H", "H", "H", "H", "H", "H", "H", "C", "C", "O", "S", "O", "O", "O", "H", "H", "H", "H", "C", "C", "O", "S", "O", "O", "O", "H", "H", "H", "H", "C", "C", "O", "S", "O", "O", "O", "H", "H", "H", "H", "C", "C", "O", "S", "O", "O", "O", "H", "H", "H", "H", "C", "C", "O", "S", "O", "O", "O", "H", "H", "H", "H"],
  "xyz": [[3.53, 0.97, 0.71], [2.30, 0.52, 0.27], [1.83, 0.60, -1.16], [2.61, -0.36, -2.06], [2.48, -0.16, -3.43], [2.98, 1.09, -3.88], [4.46, 1.32, -3.57], [2.05, -1.67, -1.84], [2.94, -2.68, -1.88], [3.80, -2.88, -1.06], [2.83, -3.83, -3.31], [4.03, -3.68, -4.14], [2.65, -5.28, -2.66], [1.47, -3.54, -4.06], [4.47, 0.45, 0.51], [3.57, 1.84, 1.35], [1.65, 0.02, 0.98], [0.80, 0.25, -1.16], [1.88, 1.63, -1.50], [3.65, -0.40, -1.73], [2.39, 1.94, -3.52], [2.86, 1.08, -4.96], [4.92, 1.87, -4.39], [5.00, 0.39, -3.44], [4.56, 1.95, -2.69], [3.18, -5.29, -1.85], [1.42, -4.08, -4.86], [4.47, 5.56, 1.37], [3.55, 6.75, 1.20], [2.64, 6.33, 0.17], [2.38, 4.76, 0.27], [1.18, 4.52, 0.99], [2.61, 4.19, -1.00], [3.61, 4.42, 1.23], [5.23, 5.52, 0.58], [4.96, 5.54, 2.34], [4.07, 7.65, 0.89], [2.98, 6.94, 2.11], [-2.59, 2.37, 1.88], [-1.44, 2.35, 2.86], [-1.33, 0.97, 3.26], [-1.73, 0.04, 2.04], [-0.55, -0.39, 1.37], [-2.69, -0.91, 2.48], [-2.43, 1.14, 1.14], [-3.55, 2.34, 2.39], [-2.55, 3.22, 1.21], [-1.62, 2.98, 3.73], [-0.50, 2.65, 2.39], [-5.68, -2.09, 4.64], [-6.10, -1.69, 3.25], [-6.65, -0.37, 3.41], [-5.87, 0.39, 4.57], [-4.84, 1.17, 3.99], [-6.81, 0.94, 5.47], [-5.16, -0.88, 5.21], [-6.53, -2.42, 5.25], [-4.92, -2.86, 4.63], [-6.85, -2.36, 2.82], [-5.25, -1.62, 2.58], [-0.72, -0.55, -4.42], [-0.59, -0.82, -5.90], [-1.80, -0.30, -6.47], [-2.27, 0.99, -5.64], [-1.83, 2.16, -6.29], [-3.63, 0.81, -5.28], [-1.34, 0.75, -4.36], [-1.38, -1.27, -3.94], [0.24, -0.53, -3.92], [-0.50, -1.88, -6.13], [0.26, -0.29, -6.34], [-1.36, -4.06, 2.35], [-0.91, -3.66, 3.74], [-2.02, -4.03, 4.58], [-2.73, -5.33, 4.00], [-2.27, -6.48, 4.68], [-4.12, -5.05, 3.89], [-2.07, -5.30, 2.55], [-2.05, -3.33, 1.93], [-0.53, -4.22, 1.67], [-0.71, -2.60, 3.83], [-0.03, -4.23, 4.06]]
}